No. 1
20
Properties=species:S:1:pos:R:3:forces:R:3 method="wB97M-V/def2-TZVPD" lumo_ha=0.0372 charge=0 homo_lumo_gap_ev=9.35
N 1.592200 0.506101 -1.467629 0.73 0.04 -1.35
H 1.941288 -0.268846 -2.015910 -0.09 -0.09 0.12
H 1.273698 -0.826924 1.627598 -0.12 0.17 0.20
H 2.092029 -2.535443 -0.369009 0.04 0.13 0.05
H -0.385885 2.678831 -0.294678 -0.06 -0.22 -0.13
C 1.101924 -2.158416 -0.102035 -0.81 0.14 -0.12
H 1.934110 1.160737 0.487223 -0.22 0.18 0.21
C -0.967615 2.108601 0.423032 -1.05 -3.12 -0.57
C 1.168660 -0.806146 0.551204 2.63 0.57 -0.52
H -3.117634 0.442888 0.538864 -0.06 0.07 -0.04
H 0.657241 -2.890525 0.570118 -0.11 -0.05 -0.07
C -2.205418 -0.132020 0.346724 0.23 0.87 0.46
H -2.442357 -0.886772 -0.405107 0.19 -0.06 0.15
H 0.510688 -2.115680 -1.017824 -0.06 -0.14 -0.06
O -1.164510 0.671450 -0.167981 0.24 2.86 0.09
H -1.970295 2.517708 0.557509 0.15 0.15 0.00
H 0.692841 0.773795 -1.845873 -0.14 0.04 0.30
H -0.436204 2.035842 1.373569 -0.09 -0.07 -0.07
H -1.893159 -0.577330 1.299676 -0.11 -0.26 -0.11
C 1.618397 0.302151 -0.089470 -1.31 -1.20 1.44

***

No. 2
158
Properties=species:S:1:pos:R:3:forces:R:3 method="wB97M-V/def2-TZVPD" lumo_ha=-0.1725 charge=+1 homo_lumo_gap_ev=7.08
C 5.288822 4.338430 -1.890584 -0.33 -0.10 -0.05
C -3.543218 -0.601272 -6.097772 0.24 -0.13 -0.16
H -1.293483 3.796944 2.458762 -0.18 0.10 -0.03
H -5.547407 8.584393 6.996454 -0.13 -0.14 -0.01
Cl 1.325099 -3.470980 0.057554 0.82 0.66 1.19
O -3.842499 1.053267 -7.693671 0.21 0.10 0.68
O 4.446784 2.125895 5.980643 0.03 0.01 -1.26
O -2.983444 -5.804162 -11.970032 -0.51 0.28 -0.03
H 10.315734 0.079170 1.965687 -0.07 0.20 -0.04
H 2.047026 -6.147968 -6.125439 -0.07 0.02 0.20
C -11.516872 6.698893 0.814735 -0.30 -0.19 -0.03
H 5.417161 -2.694861 -2.601006 -0.20 0.05 -0.02
C -4.224683 -4.373482 -10.647925 -0.21 0.19 0.12
H 2.950880 -10.367871 -4.787525 -0.15 0.02 -0.14
O 3.872642 -2.096535 0.959744 -2.41 -0.24 0.51
H -0.748855 1.381642 5.430326 0.79 0.31 -0.14
C 1.007778 -0.978331 4.898220 -1.18 -2.14 0.82
H 1.595047 -5.518405 2.582657 -1.66 0.68 0.13
H 6.865454 0.088524 6.593686 -1.68 -0.42 -0.88
H 2.636126 -0.191853 2.111660 0.66 -0.30 1.90
O 0.494518 -10.137224 -6.814751 0.54 -0.07 0.10
H 7.792316 5.306435 2.770121 -0.11 0.00 -0.15
H 4.521534 -5.359142 5.593405 -0.10 -0.14 0.07
O 2.561352 -10.730547 -7.126839 -0.56 0.21 0.20
O 2.264649 -6.300472 4.718650 0.63 -0.23 -0.01
H 0.612155 2.295081 4.932803 -0.53 -0.61 0.39
H 0.858021 0.293025 6.830218 0.19 -0.40 -1.64
H -5.176164 -3.850368 -10.717672 0.16 -0.14 -0.07
O -9.664200 8.048971 1.107563 -0.46 0.12 -0.16
S -1.167989 -1.602472 6.908167 0.27 0.20 -1.32
N 6.707615 4.156347 -1.487388 0.29 0.07 0.01
H -4.581588 2.333603 5.883863 0.22 0.07 0.02
O -5.523937 -3.429708 -8.114840 -0.09 0.34 0.56
H -7.045843 -4.990531 -7.111732 0.08 0.19 0.04
C 10.122466 0.809336 1.181837 0.11 -0.37 0.06
H 7.680699 4.381217 1.232972 -0.17 0.21 0.20
O -1.886111 4.029942 6.091361 -0.10 -0.84 0.06
H 2.146612 0.885974 5.663883 -1.51 -1.20 0.16
H 1.251318 -10.804899 -4.424890 -0.03 0.14 -0.10
O -2.305191 1.946290 6.549224 0.20 0.28 -0.06
H 4.178611 2.905633 5.439437 0.61 -0.80 0.48
C 7.463216 4.380689 2.298149 -0.19 0.08 0.23
O 5.693120 -1.075857 5.268704 -2.18 0.50 0.19
H 0.163720 -5.801721 3.699976 0.51 1.06 -1.44
H -5.581795 8.390924 5.215096 0.03 -0.16 0.13
H -2.187773 2.403439 -8.971786 0.07 0.25 0.03
H 4.766275 3.390921 -1.773016 0.18 0.11 0.01
H 2.694951 0.770626 3.661064 -0.55 -1.64 -0.16
O 7.430217 5.134011 -1.562477 -0.32 -0.63 0.13
C 5.803701 0.077843 6.139033 1.17 0.99 0.31
C -0.078015 -1.980355 5.456107 1.27 -1.69 -3.40
N 0.187690 1.363233 5.003687 0.59 -0.83 0.41
C 4.308424 -1.265259 4.857682 2.25 -0.76 0.41
H -1.382727 5.587096 2.463578 -0.09 -0.03 -0.15
O -4.417007 6.301637 5.403736 -0.29 0.10 0.50
C 1.095964 0.401165 5.720913 0.88 1.08 -1.19
H -0.164526 -5.009967 2.010162 1.18 -0.30 1.15
O -0.920318 5.241490 -8.237383 0.00 -0.42 -0.38
C -1.732754 4.673160 1.984962 0.32 -0.13 0.06
H 4.529211 -1.349413 -1.818264 -0.07 -0.12 0.02
H 7.913801 3.521470 2.783010 -0.34 0.26 0.02
C 2.818814 -0.281534 3.249875 1.35 1.04 -0.94
O 7.048123 3.043957 -1.110278 -0.06 0.46 -0.07
H 1.691427 -9.093820 -4.763871 -0.06 -0.31 -0.04
O -3.003279 1.622815 -5.770193 -0.22 -0.18 -0.43
H -2.533375 -0.928373 -5.852202 -0.11 0.15 0.09
C -0.760461 -2.410487 -2.680347 0.33 -0.09 -0.07
H -6.927451 7.743609 6.206258 0.13 0.01 0.15
H -11.474048 6.341009 1.842843 0.16 -0.03 -0.15
N 1.847300 -1.291680 3.745714 -2.93 -1.64 1.99
H -4.189248 -0.619990 -5.221710 0.19 0.02 -0.06
P 2.781934 -3.213546 1.615976 1.08 -0.40 -0.87
O -6.835803 4.442621 3.434384 -0.58 0.16 -0.12
O -2.993777 -2.288088 -3.261367 0.46 -0.18 -0.36
O -5.355528 6.019864 7.342286 0.19 0.15 -0.52
H 4.286079 -7.047564 6.167657 -0.07 0.17 -0.05
H 11.049896 1.106364 0.693682 -0.19 0.03 -0.06
C -7.282161 6.172686 1.957962 0.40 0.25 -0.01
C 4.498071 -6.410796 5.309534 0.36 -0.05 0.06
C 1.757410 -2.584612 3.067104 -3.86 0.05 2.46
C 5.632254 1.491212 5.381034 0.06 0.24 0.61
H -0.997061 -4.146934 5.124411 1.13 1.25 -0.49
N 1.632842 -10.354154 -6.430696 0.09 -0.16 -0.30
H -7.902088 -3.646533 -6.291803 0.16 0.01 0.10
H 6.513045 2.192425 5.600590 -1.03 -1.23 -0.30
C -4.042769 3.272025 5.764105 -0.40 -0.26 0.10
N -5.150112 6.647797 6.315663 0.13 -0.08 -0.13
H 3.439982 -1.357881 0.471435 0.39 -0.57 0.39
H -3.959849 -1.207783 -6.895329 0.17 0.31 0.12
C -5.857638 7.946504 6.169664 -0.08 0.28 -0.20
O 0.998546 -5.617178 -3.156430 0.34 -0.33 -0.23
H -0.731081 -1.359689 -2.393506 -0.12 -0.13 0.04
H 3.621722 -0.814126 5.649912 0.71 -0.53 -1.23
C -0.249475 -3.364993 4.775726 3.49 3.72 -1.34
H -6.202749 6.290320 2.037662 -0.15 -0.20 0.04
H -2.251866 -0.929869 6.326134 1.26 -0.58 0.09
O -8.898216 4.770767 2.832405 0.56 -0.01 0.08
C 0.701756 -3.642899 3.568584 0.50 1.45 1.01
O 4.201732 -0.664613 3.540963 -2.50 -0.20 0.31
H 9.402832 0.421439 0.461704 0.12 0.17 -0.03
C -2.084432 3.245321 -8.291002 -0.01 -0.20 -0.17
H 5.079054 -0.054165 7.013188 0.79 0.56 -1.20
O -1.591144 -2.994299 -4.763449 -0.33 0.20 0.41
H 4.858148 5.099989 -1.241127 0.12 0.02 -0.13
O -11.498080 8.977673 0.406157 0.54 -0.42 0.24
N 5.986738 4.298754 2.453736 0.05 0.39 -0.05
N -1.143598 4.231238 -8.885921 0.16 0.09 -0.21
H -1.522204 4.680439 0.916048 -0.06 0.14 0.11
H 5.544958 1.401871 4.247895 0.07 -0.22 1.70
O 5.537970 3.337103 3.064326 -0.23 0.49 -0.32
N 3.367545 -2.561893 -3.062520 -0.07 -0.09 -0.43
H -0.971472 -3.049232 -1.823384 -0.10 0.15 -0.07
O -4.884860 -5.096211 -12.747099 0.49 -0.13 0.33
H 5.432706 -6.702756 4.834190 -0.21 0.02 -0.02
N -3.456620 0.808302 -6.561046 -0.08 -0.10 -0.11
N -10.838548 8.020754 0.771487 -0.18 0.38 -0.12
O -0.663047 3.962287 -9.975345 -0.10 0.30 0.52
N -4.014879 -5.156544 -11.893660 -0.02 -0.13 -0.34
C 0.569254 -5.107858 2.881424 -0.12 1.17 0.86
H 0.169779 -2.704475 -3.159712 -0.28 0.01 0.02
N 1.573787 -6.180997 -4.072811 0.04 -0.05 0.02
N 9.530050 2.025917 1.795949 0.05 0.09 -0.17
O 3.636053 -2.974767 -4.177373 -0.40 0.15 0.57
H -4.231253 -5.075713 -9.815596 0.13 0.10 -0.10
H 4.190723 -2.406810 4.736857 -0.06 1.73 0.34
H 5.281543 4.656564 -2.932485 0.03 0.10 0.16
O 5.326680 5.198273 1.960095 0.04 -0.69 0.29
O 3.677377 -7.005093 3.226615 -0.44 0.30 0.51
H -7.569517 5.939487 0.933673 -0.13 0.12 0.16
H -4.461124 4.041765 6.410807 0.15 -0.02 -0.14
H 0.440256 -5.485596 -5.686860 0.09 0.11 0.12
O 2.249177 -2.269763 -2.661133 0.75 -0.03 -0.30
C -6.944670 -4.147220 -6.431024 -0.16 -0.34 -0.04
H 1.932735 -4.546763 -5.327513 -0.15 -0.05 0.07
N -6.005701 -3.160909 -7.026202 0.04 0.04 -0.10
N -7.705640 5.033061 2.813508 0.06 -0.16 0.11
H -3.040657 3.746634 -8.150380 0.17 -0.05 0.13
O 9.362661 2.018849 3.007209 0.07 0.13 -0.48
O 2.207176 -7.221659 -3.983966 -0.31 0.65 0.30
N -2.628080 3.066855 6.168031 -0.30 0.42 -0.09
N -1.874046 -2.578854 -3.650068 -0.14 -0.07 -0.02
H -10.980000 6.031918 0.141247 0.04 0.04 0.20
H -12.548938 6.823594 0.492219 0.19 0.10 0.03
C 1.493206 -5.540460 -5.411873 0.07 -0.01 -0.38
O 9.254136 2.945114 1.040994 0.82 -0.90 0.38
H -7.795023 7.062644 2.319380 -0.13 -0.18 -0.19
H -6.523673 -4.468125 -5.478817 -0.09 0.16 -0.05
H -4.044165 3.587991 4.721775 -0.03 0.08 0.34
N 3.389259 -6.587700 4.335360 0.13 -0.17 -0.22
H 4.291535 -3.039347 -1.250635 -0.04 0.15 -0.09
H -3.401059 -3.665775 -10.562029 -0.02 -0.18 0.05
H -1.663818 2.922859 -7.340037 -0.15 0.20 -0.05
O -5.784139 -2.149788 -6.379872 -0.47 -0.75 -0.48
C 4.493018 -2.399207 -2.107660 0.33 -0.10 -0.01
C 1.905509 -10.138480 -4.986071 0.14 -0.04 0.24
O -3.671415 3.661337 2.752860 0.15 0.42 -0.51
O -3.850925 5.534799 1.671169 0.27 -0.52 0.26
N -3.208337 4.617774 2.150443 -0.32 0.06 0.04

***

No. 3
15
Properties=species:S:1:pos:R:3:forces:R:3 method="wB97M-V/def2-TZVPD" lumo_ha="-0.0070 / -0.0199" charge=0 homo_lumo_gap_ev="8.80 / 8.17"
C 0.358415 0.325883 1.469553 -0.96 -0.94 -0.40
H 1.885399 0.596227 -1.158134 -1.59 0.23 0.74
H 0.997394 2.076120 -0.390755 -0.50 -2.86 -1.11
H -0.094189 -0.321530 2.198085 -0.02 0.01 0.38
C 0.829397 0.958276 -0.878568 1.38 3.00 -1.13
H -0.372366 -2.235835 0.469988 1.07 2.19 -1.35
C 0.003148 0.069516 0.066088 -0.62 -0.24 -1.47
F -2.024972 1.518944 0.483370 0.92 -1.14 -1.52
C 0.198774 -1.465470 -0.259779 -1.27 -1.09 1.81
C -1.525261 0.465930 -0.322813 0.05 0.44 3.06
Cl -2.701735 -0.804764 -0.229920 -0.09 0.16 -0.32
H 1.250283 -1.684226 -0.069619 0.02 -0.05 -0.57
H 0.309286 1.191419 -1.886401 0.70 -0.65 1.65
H -0.174326 -1.752457 -1.251441 0.53 0.30 0.07
H 1.060756 1.061968 1.760347 0.38 0.66 0.17

***

| no. | energy (Eh) |
| --- | --- |
| 1 | -328.21135 |
| 2 | -6206.05028 |
| 3 | -755.20819 |